# CH2N4

A 2-piece molecular cluster, CH2N4 overall (the ωB97M-V functional and the def2-TZVPD basis, the Open Molecules 2025 dataset).

- Kohn-Sham gap (eV) = 11.1
- LUMO level (eV) = 0.92
- SMILES string = N=C=N.N#N
- total charge = 0
- E_HOMO (eV) = -10.17

Each atom is followed by the atoms it is bonded to, with distances in Å.
CARTESIAN COORDINATES (ANGSTROEM)
1 N -0.65110 -0.44993 0.93566  C5 1.222, H6 0.978
2 N 2.20745 1.60522 0.12472  N3 1.090
3 N 1.83851 1.67664 1.14826  N2 1.090
4 N -1.09028 -0.52591 -1.44593  C5 1.221, H7 1.038
5 C -0.75491 -0.58809 -0.27404  N1 1.222, N4 1.221
6 H -1.15014 -0.87265 1.66300  N1 0.978
7 H -0.39953 -0.84528 -2.15167  N4 1.038

Here are the natural (NBO) charges for atoms 1 to 4, given in e:
1. N -0.741
2. N -0.014
3. N 0.014
4. N -0.730